Entry from OMol25: a molecular structure, C33H77N10O11Pt in a non-equilibrium geometry (ωB97M-V/def2-TZVPD).

Each line ends with the Löwdin charge.
Atoms and positions in Å:
Pt (2.59852, -2.56548, 1.89389)  1.20
C (0.81287, -0.17730, -0.21994)  -0.04
C (0.05834, -0.87802, 0.91081)  -0.57
C (-1.00962, -1.81756, 0.35293)  -0.04
O (0.87518, -1.43184, 1.85233)  -0.30
H (0.19979, 0.55645, -0.74383)  0.07
H (1.29879, -0.89677, -0.88506)  0.05
H (1.64033, 0.39406, 0.20442)  0.06
H (-0.49185, -0.03472, 1.37597)  0.12
H (-1.89790, -1.29682, -0.01629)  0.07
H (-1.37040, -2.48962, 1.13351)  0.06
H (-0.60664, -2.38233, -0.49428)  0.06
C (-2.71778, -6.88941, 0.88927)  -0.33
O (-2.01336, -7.19158, 1.82602)  0.03
N (-2.35736, -6.02334, -0.09485)  -0.20
C (-0.99829, -5.56014, -0.16509)  -0.05
C (-3.23085, -5.64849, -1.16814)  -0.07
H (-3.72077, -7.32361, 0.74261)  0.14
H (-0.37359, -5.98060, 0.61910)  0.09
H (-0.94735, -4.47352, -0.06182)  0.06
H (-0.54766, -5.86308, -1.11751)  0.09
H (-2.69322, -5.64540, -2.11713)  0.09
H (-4.04759, -6.37209, -1.21819)  0.09
H (-3.68987, -4.66076, -1.05150)  0.09
C (-4.68086, 3.08454, 0.19151)  -0.35
O (-4.73992, 4.17817, -0.32331)  0.03
N (-4.94605, 1.90256, -0.41175)  -0.19
C (-4.81901, 0.62113, 0.26343)  -0.05
C (-5.47383, 1.84018, -1.73708)  -0.06
H (-4.38032, 2.97447, 1.25113)  0.13
H (-4.60316, 0.79887, 1.31838)  0.07
H (-3.97898, 0.05575, -0.14670)  0.07
H (-5.77382, 0.10417, 0.17672)  0.10
H (-5.39004, 2.76831, -2.29804)  0.10
H (-4.86835, 1.15479, -2.34914)  0.08
H (-6.50847, 1.49536, -1.76391)  0.10
C (3.09222, 4.75031, -2.60763)  -0.35
O (3.44286, 5.88466, -2.80904)  0.04
N (2.01040, 4.14078, -3.17246)  -0.19
C (1.65921, 2.81093, -2.76413)  -0.07
C (1.05131, 4.92258, -3.91623)  -0.03
H (3.62597, 4.05812, -1.92699)  0.13
H (2.43981, 2.32062, -2.19339)  0.07
H (1.34747, 2.23358, -3.64408)  0.09
H (0.72597, 2.84379, -2.18053)  0.06
H (0.11107, 5.01197, -3.37465)  0.07
H (1.46835, 5.91977, -4.03973)  0.09
H (0.88135, 4.52628, -4.91915)  0.10
C (4.28279, 0.25546, 2.51212)  -0.28
O (3.63762, -0.62191, 1.90787)  -0.16
N (3.76823, 1.42066, 2.83068)  -0.13
C (4.58575, 2.51090, 3.34726)  -0.01
C (2.39508, 1.69637, 2.45384)  -0.04
H (5.30448, 0.14159, 2.89736)  0.16
H (5.01713, 3.12346, 2.55017)  0.10
H (5.39924, 2.13641, 3.96356)  0.10
H (3.94297, 3.18809, 3.90430)  0.10
H (2.29600, 2.17119, 1.47438)  0.09
H (1.80038, 0.78767, 2.48599)  0.07
H (1.93107, 2.41797, 3.12640)  0.08
C (2.38441, -3.35492, -1.34295)  -0.31
O (2.68476, -2.86613, -0.24244)  -0.18
N (3.10527, -4.23215, -1.99803)  -0.15
C (4.37708, -4.71535, -1.48428)  0.00
C (2.62490, -4.79947, -3.24794)  -0.02
H (1.48331, -3.04909, -1.89321)  0.15
H (4.30659, -5.73603, -1.11168)  0.11
H (4.71800, -4.05277, -0.69434)  0.09
H (5.10866, -4.66524, -2.29037)  0.10
H (2.14561, -4.05857, -3.88584)  0.09
H (3.43212, -5.28803, -3.78264)  0.10
H (1.87401, -5.57199, -3.05051)  0.10
C (-1.96085, -2.65541, 4.56031)  -0.34
O (-1.27829, -2.76641, 5.55604)  0.02
N (-3.09059, -1.89435, 4.51379)  -0.19
C (-3.81380, -1.79232, 3.26565)  -0.06
C (-3.59246, -1.13527, 5.63475)  -0.04
H (-1.72764, -3.05265, 3.55880)  0.12
H (-4.86819, -1.97911, 3.49238)  0.09
H (-3.46713, -2.52309, 2.54066)  0.07
H (-3.75517, -0.78166, 2.84692)  0.07
H (-3.66039, -0.07130, 5.39380)  0.09
H (-4.60613, -1.47344, 5.88375)  0.09
H (-3.00844, -1.30740, 6.53338)  0.09
C (6.50991, -1.71709, -2.28823)  -0.34
O (7.26374, -2.42307, -2.91517)  0.03
N (5.34720, -1.18774, -2.76602)  -0.19
C (4.96817, -1.38544, -4.14247)  -0.04
C (4.44619, -0.48230, -1.90539)  -0.06
H (6.68539, -1.45551, -1.22985)  0.14
H (4.90825, -0.44958, -4.69982)  0.10
H (4.00482, -1.90944, -4.19299)  0.08
H (5.68779, -2.02686, -4.64553)  0.09
H (3.50924, -1.02229, -1.75519)  0.06
H (4.91922, -0.42760, -0.92291)  0.08
H (4.22361, 0.52976, -2.25027)  0.09
C (-2.26934, 2.09680, -3.35188)  -0.35
O (-2.26205, 3.30631, -3.41742)  0.01
N (-2.23879, 1.28519, -4.43437)  -0.20
C (-2.25654, -0.14364, -4.31898)  -0.07
C (-2.21266, 1.81299, -5.77728)  -0.04
H (-2.22286, 1.50336, -2.41831)  0.13
H (-3.21358, -0.55476, -4.64071)  0.09
H (-2.10922, -0.43397, -3.27138)  0.07
H (-1.40483, -0.58448, -4.84083)  0.09
H (-2.42162, 2.88197, -5.74162)  0.09
H (-1.21096, 1.70599, -6.20117)  0.10
H (-2.97268, 1.37065, -6.41901)  0.09
C (-0.34238, 0.72174, 6.47613)  -0.33
O (-0.26266, 1.06107, 7.63209)  0.03
N (-0.79139, 1.52586, 5.47215)  -0.19
C (-1.22572, 2.86157, 5.69309)  -0.06
C (-0.78671, 1.07096, 4.10360)  -0.07
H (-0.01142, -0.26608, 6.11662)  0.13
H (-0.49546, 3.57707, 5.29623)  0.10
H (-1.28805, 3.05389, 6.76428)  0.09
H (-2.21315, 3.09004, 5.28577)  0.09
H (-0.15120, 1.73175, 3.50775)  0.05
H (-0.39103, 0.05990, 4.00561)  0.08
H (-1.80399, 1.11021, 3.69597)  0.09
C (0.89946, 4.58719, 0.71003)  -0.31
O (1.51524, 4.17004, 1.67201)  -0.02
N (-0.31563, 4.13825, 0.31993)  -0.16
C (-1.04192, 4.66665, -0.81579)  -0.05
C (-1.01256, 3.10297, 1.02800)  -0.04
H (1.28975, 5.37626, 0.04817)  0.14
H (-2.04394, 4.97763, -0.51579)  0.09
H (-1.10775, 3.88596, -1.57535)  0.04
H (-0.64033, 5.49010, -1.40690)  0.09
H (-1.99045, 3.50215, 1.32654)  0.09
H (-1.16322, 2.18868, 0.44529)  0.08
H (-0.54315, 2.87149, 1.98095)  0.06

Computed properties:
Relative energy (zero: lowest compared OMol25 entry of this formula, charge and spin), kJ/mol: 7.9
HOMO (alpha / beta), eV: -11.033 / -11.033
⟨S²⟩: 2.008
Charge: +1
HOMO-LUMO gap (alpha / beta), eV: 6.7 / 6.1
Multiplicity: 3